Here is a molecular structure, C29H42Cl2MnN4O2PS from the OMol25 dataset. Energies are from ωB97M-V/def2-TZVPD.

- Largest force on an atom: 0.011 hartree/bohr
- Gap between HOMO and LUMO (alpha / beta): 6.92 / 6.98 eV
- Expectation value of S²: 0.7846
- ΔE to the lowest compared entry with this formula, charge and spin: 0.0 kJ/mol
- HOMO energy (alpha / beta): -9.95 / -10.01 eV

```
! RIJCOSX wB97M-V def2-TZVPD def2/J DEFGRID3
* xyz 1 2
Mn -1.11720 0.54534 -0.62924
C -1.38987 1.95235 -3.51912
O -0.62796 1.66200 -2.34247
C 0.69321 2.07003 -2.32595
C 1.25936 2.86748 -3.30426
C 2.58537 3.26038 -3.16611
C 3.32614 2.86378 -2.06221
C 2.75132 2.04780 -1.10003
C 1.43915 1.63149 -1.23824
N 0.76668 0.74876 -0.33765
N 1.51478 0.15139 0.47882
C 1.00704 -0.67603 1.43229
C -0.36726 -0.96936 1.63949
O -1.34463 -0.49608 0.93817
C -0.71801 -1.85551 2.71560
C 0.21970 -2.42738 3.49490
C 1.61523 -2.15290 3.32084
C 2.57946 -2.74598 4.15877
C 3.90871 -2.44887 4.01877
C 4.30534 -1.53101 3.03355
C 3.38165 -0.94826 2.20195
C 2.01111 -1.25757 2.31321
H -0.93406 1.47128 -4.38400
H -1.45816 3.02915 -3.66890
H -2.37904 1.54399 -3.35780
H 0.69374 3.19177 -4.16517
H 3.03022 3.88993 -3.92436
H 4.35123 3.18833 -1.95099
H 3.31049 1.72137 -0.23343
H -1.77328 -2.05082 2.86144
H -0.07691 -3.10306 4.28917
H 2.24791 -3.43535 4.92625
H 4.64461 -2.90317 4.66797
H 5.35206 -1.27459 2.93113
H 3.70212 -0.23990 1.45154
C -3.18653 5.02142 -0.33228
C -2.46850 3.78019 -0.85881
P -2.13448 2.44742 0.35616
C -1.21769 3.33617 1.67960
C -0.38835 2.44893 2.60669
C -3.79647 2.20055 1.09368
C -3.91495 1.09952 2.14429
H -3.23283 5.78697 -1.10661
H -2.67039 5.45364 0.52518
H -4.20944 4.79748 -0.03322
H -1.49389 4.05233 -1.27347
H -3.03843 3.32818 -1.67496
H -1.95326 3.89510 2.26318
H -0.58176 4.07782 1.18881
H -1.00697 1.70856 3.11563
H 0.09704 3.05649 3.37040
H 0.39074 1.91566 2.06203
H -4.48484 2.01770 0.26332
H -4.08364 3.16002 1.52949
H -3.68012 0.11903 1.72987
H -4.92725 1.08093 2.54718
H -3.23128 1.26703 2.97800
Cl -4.43258 -2.78617 -1.83704
C -3.82942 -1.57535 -0.73221
Cl -3.44598 -0.03264 -1.58291
H -2.89481 -1.89963 -0.29182
H -4.58719 -1.34227 0.00621
C -0.88631 -4.16605 -0.41360
N 0.42144 -3.87062 -0.98127
C 1.15154 -5.06771 -1.39770
C 0.67445 -2.67030 -1.54600
S -0.61879 -1.64718 -2.00139
N 1.95215 -2.39615 -1.81905
C 2.35660 -1.35774 -2.75514
C 3.05692 -2.99148 -1.07214
H -0.76308 -4.97817 0.30289
H -1.59934 -4.47030 -1.18670
H -1.27049 -3.29677 0.11151
H 0.44147 -5.76614 -1.84447
H 1.63459 -5.55567 -0.55046
H 1.89860 -4.82379 -2.14646
H 1.54592 -1.13420 -3.44137
H 3.21893 -1.72107 -3.31504
H 2.64287 -0.44945 -2.22296
H 2.69220 -3.43421 -0.14782
H 3.75426 -2.19546 -0.81574
H 3.58904 -3.74345 -1.65742
*
```

Mulliken population analysis, charges in e, atoms 1 to 8: number 1, Mn, carries -1.444; number 2, C, carries -1.525; number 3, O, carries 0.806; number 4, C, carries 0.979; number 5, C, carries -0.668; number 6, C, carries -0.891; number 7, C, carries -0.752; number 8, C, carries -0.390